(1)
A single C3H5BrO molecule. Source: the Open Molecules 2025 dataset; level of theory: ωB97M-V/def2-TZVPD.

Computed properties:
LUMO energy	0.652	eV
SMILES	C[C@H](Br)C=O
highest occupied orbital energy	-10.317	eV
frontier orbital gap	11.0	eV

```
10
C3H5BrO ωB97M-V/def2-TZVPD
C 0.74165 -0.26297 0.66345
C -0.45848 0.46413 0.19234
Br -1.32113 1.53029 1.56044
C -1.50941 -0.35967 -0.49045
O -1.28229 -1.27110 -1.22488
H 0.86224 -1.10423 -0.11394
H 0.44189 -0.71539 1.55066
H 1.62185 0.39612 0.80681
H -0.13343 1.19104 -0.55757
H -2.66446 -0.04092 -0.33938
```

Here are the natural (NBO) charges for atoms 1 to 2, given in e: number 1, C, carries -0.631; number 2, C, carries -0.351

(2)
A 17-piece molecular cluster, C36H112N6O23 overall. Source: the Open Molecules 2025 dataset; level of theory: ωB97M-V/def2-TZVPD.

Computed properties:
LUMO energy	0.088	eV
highest occupied orbital energy	-8.995	eV
frontier orbital gap	9.1	eV

```
177
C36H112N6O23 ωB97M-V/def2-TZVPD
C 1.21635 12.88952 20.40147
C 1.00641 13.23887 21.89666
C -0.21102 14.17055 22.18081
O -0.20016 15.43528 21.41937
C -1.04604 16.39298 22.00629
N 0.86935 11.98958 22.60689
H 1.31275 13.82424 19.84910
H 0.42421 12.27214 19.97786
H 2.10823 12.30868 20.16636
H 1.87795 13.78735 22.25395
H -0.22502 14.35109 23.25567
H -1.16266 13.73356 21.87827
H -2.02682 15.91739 22.00549
H -1.06621 17.21126 21.28649
H -0.75342 16.63702 23.02752
H 0.51871 11.29227 21.96587
H 0.14236 12.10148 23.29903
C 4.34922 15.89923 11.91234
C 3.76755 15.21250 13.14403
C 4.12377 13.75592 13.34705
O 3.79913 12.99696 12.17028
C 4.39887 11.72837 12.06411
N 4.35057 16.01712 14.22628
H 5.41806 16.11278 11.90399
H 3.82557 16.85304 11.84807
H 4.08283 15.28701 11.05076
H 2.68296 15.31927 13.16287
H 3.58786 13.37076 14.21454
H 5.18118 13.59291 13.55539
H 5.47005 11.76485 12.26248
H 4.16462 11.41155 11.04781
H 3.98331 10.93844 12.68975
H 4.20357 16.95894 13.89240
H 5.35716 15.94444 14.26595
C -2.70875 11.93030 13.57875
C -2.99767 11.72212 12.11303
C -4.43576 12.13842 11.66815
O -5.44813 11.39295 12.35070
C -5.55110 10.00941 11.99294
N -1.97188 12.46318 11.39035
H -1.85520 11.32352 13.88105
H -3.54532 11.65484 14.22091
H -2.49712 12.99201 13.70557
H -2.86694 10.67141 11.85409
H -4.48326 12.09180 10.58019
H -4.58476 13.17009 11.98682
H -6.42520 9.61745 12.51297
H -4.67826 9.39045 12.20066
H -5.75570 9.96716 10.92316
H -1.03161 12.37905 11.74941
H -2.13203 13.45826 11.45560
C 9.02632 15.08362 20.70869
C 10.09227 13.96242 20.92586
C 10.04710 13.09400 19.66078
O 8.84345 12.32142 19.65152
C 8.88956 11.39115 18.65947
N 11.41044 14.50519 21.17656
H 8.07488 14.55260 20.73847
H 9.10573 15.61081 19.75798
H 8.94100 15.86687 21.46192
H 9.78236 13.36238 21.78143
H 10.95273 12.48957 19.71168
H 10.08505 13.76275 18.80087
H 8.69261 11.79376 17.66588
H 7.95274 10.85011 18.79270
H 9.69755 10.65976 18.67712
H 11.36259 15.21022 21.89819
H 12.11266 13.89283 21.56642
C -3.32703 10.77768 30.19044
C -4.62546 10.70570 30.92376
C -5.67173 11.72715 30.39599
O -5.25211 13.10364 30.37773
C -6.30713 14.06452 30.40978
N -5.07949 9.33351 30.70070
H -2.99893 11.81046 30.30798
H -3.43197 10.37919 29.18133
H -2.66136 10.11521 30.74370
H -4.37899 11.01747 31.93872
H -6.49025 11.59095 31.10279
H -6.14662 11.42015 29.46414
H -6.94899 13.97316 31.28601
H -6.96822 13.97324 29.54795
H -5.86087 15.05804 30.36659
H -4.45693 8.79323 31.28432
H -5.96063 9.03531 31.09412
C -7.15991 17.66759 16.78332
C -8.00173 18.95152 16.59494
C -7.45060 19.90676 15.46146
O -8.31154 21.01142 15.17476
C -7.72658 22.06640 14.43283
N -9.29523 18.56563 16.19540
H -6.15422 17.93645 17.10643
H -7.11392 17.19703 15.80120
H -7.61821 16.95566 17.46977
H -8.28261 19.42739 17.53450
H -7.37891 19.29112 14.56483
H -6.42557 20.14747 15.74336
H -7.78435 21.66610 13.42064
H -6.66932 22.20450 14.65915
H -8.28410 23.00300 14.43887
H -9.65678 19.39248 15.74186
H -9.08230 17.93816 15.43312
O -1.36460 22.41620 17.89076
H -0.84779 21.61481 17.80763
H -0.72409 23.12362 17.81649
O -1.83829 16.08266 28.73538
H -1.13662 16.03006 29.38432
H -2.54706 15.55617 29.10509
O 1.66149 18.86671 18.31145
H 2.17668 18.31696 17.72105
H 1.45436 18.29584 19.05135
O 5.81156 10.70151 23.45016
H 4.88550 10.46238 23.48831
H 5.92430 11.08692 22.58126
O 1.16476 23.55243 21.71251
H 2.00953 23.92584 21.46118
H 1.10396 22.73834 21.21271
C -5.61863 25.64548 20.66291
C -6.11562 24.44989 19.86439
O -5.47664 23.32989 20.44341
O -4.26931 25.95360 20.47624
H -5.79871 25.65301 21.73789
H -6.09720 26.58950 20.40233
H -5.61146 24.68565 18.92718
H -7.17868 24.30219 19.67411
H -4.63267 23.13689 20.02861
H -3.75604 25.19527 20.76450
C -3.76416 23.37489 30.45709
C -3.89656 21.90671 29.99386
O -2.71314 21.59803 29.19408
O -3.69213 24.22749 29.35618
H -2.80181 23.49921 30.95361
H -4.64097 23.68495 31.02558
H -4.69239 21.80873 29.25552
H -4.06620 21.25270 30.84920
H -2.72878 20.66132 28.98449
H -3.13987 23.92536 28.63138
C -8.80230 22.05121 25.19874
C -8.29462 20.63360 24.85539
O -8.97129 19.67217 25.65632
O -9.99659 22.33185 24.56878
H -7.98388 22.69538 24.87728
H -8.91393 22.14228 26.27917
H -7.23770 20.44606 25.04468
H -8.41465 20.44836 23.78796
H -9.92712 19.73294 25.59095
H -10.15550 23.26168 24.74706
C 4.90133 18.92282 25.68593
C 5.52577 17.98593 26.79304
O 5.12951 18.26546 28.13991
O 5.66941 20.14754 25.74727
H 3.82427 19.01510 25.82568
H 5.04434 18.44414 24.71716
H 6.56402 17.70061 26.62352
H 5.09309 16.99528 26.65330
H 5.06900 19.21494 28.26802
H 6.52572 19.99819 25.33980
C -9.28572 12.70573 24.19845
C -7.78547 12.81711 23.99571
O -7.61960 14.06272 23.31941
O -9.92314 12.35024 22.97158
H -9.67952 13.58987 24.69978
H -9.50009 11.91206 24.91415
H -7.20093 12.10872 23.40871
H -7.25090 12.94036 24.93760
H -7.93093 14.72900 23.93647
H -9.60257 11.46567 22.78085
C 1.53610 5.70407 20.36447
C 2.84917 6.40622 19.93281
O 3.92821 5.50669 19.86603
O 0.47273 6.60018 20.34390
H 1.67308 5.20093 21.32164
H 1.25229 4.87153 19.72069
H 3.11304 7.20719 20.62339
H 2.61775 6.80687 18.94588
H 4.64360 5.90956 20.36354
H -0.31197 6.11004 20.60004
```

Here are the Mulliken charges for atoms 1 to 2, given in e: number 1, C, carries -1.435; number 2, C, carries 0.506

(3)
A 2-piece molecular cluster, C19H30N3O6 overall. Source: the Open Molecules 2025 dataset; level of theory: ωB97M-V/def2-TZVPD.

Computed properties:
total charge	-1
LUMO energy	1.455	eV
highest occupied orbital energy	-3.315	eV
frontier orbital gap	4.8	eV

```
58
C19H30N3O6 ωB97M-V/def2-TZVPD
C -0.74588 -6.47080 -0.81590
O -0.01688 -5.22121 -0.86416
C -0.70718 -4.05203 -0.98501
N 0.17856 -3.03955 -0.52856
N -0.05778 -1.79647 -0.74820
C 1.10147 -1.07634 -0.85924
C 2.42091 -1.77323 -0.89807
C 0.98337 0.29806 -0.97783
C 1.99190 1.03367 -1.78281
O 3.10400 1.44130 -1.41693
N 1.63200 1.19467 -3.11657
C 2.47904 1.90653 -4.03894
C 0.33762 0.83206 -3.64963
O -1.85413 -3.93290 -1.36845
H 0.02412 -7.22518 -0.65248
H -1.45045 -6.47714 0.02756
H -1.27518 -6.69240 -1.74937
H 3.01775 -1.47473 -1.77228
H 2.96290 -1.54354 0.02483
H 2.22458 -2.85222 -0.93180
H -0.01996 0.70558 -0.84747
H 3.48999 2.00659 -3.64091
H 2.50141 1.36568 -4.99426
H 2.07611 2.91072 -4.24036
H -0.15247 0.06723 -3.02845
H -0.34213 1.70487 -3.68458
H 0.46607 0.41708 -4.66571
C 1.85382 -2.06687 3.19570
C 2.28688 -0.78717 2.54489
O 1.11281 -0.23308 1.94646
C 1.21212 1.07618 1.52810
C -0.15463 1.61425 1.46460
C -0.25727 2.99382 1.05202
O 0.46868 3.50750 0.19912
C -1.41028 3.79552 1.68589
C -2.64016 3.82992 0.78703
C -3.55160 2.60287 0.94006
C -2.96329 1.26387 0.44370
C -2.38627 0.31544 1.48678
C -1.18428 0.89488 2.26468
O 2.28112 1.59352 1.29893
H 2.73727 -2.60168 3.54489
H 1.23777 -1.85144 4.07568
H 1.28392 -2.70388 2.50877
H 2.69031 -0.08812 3.28182
H 3.04404 -0.92819 1.77027
H -1.63725 3.40768 2.68953
H -1.03093 4.81530 1.81149
H -3.20080 4.74600 1.03396
H -2.33434 3.92765 -0.26723
H -3.90334 2.53639 1.97721
H -4.43461 2.83163 0.32687
H -3.77890 0.72835 -0.06264
H -2.21138 1.49807 -0.32184
H -3.15715 0.02861 2.22639
H -2.07213 -0.61669 0.97611
H -0.69927 0.03808 2.75503
H -1.57061 1.57529 3.04129
```

Here are the natural (NBO) charges for atoms 1 to 2, given in e: number 1, C, carries -0.253; number 2, O, carries -0.508

(4)
A single C2H4OS3 molecule. Source: the Open Molecules 2025 dataset; level of theory: ωB97M-V/def2-TZVPD.

Computed properties:
LUMO energy (alpha / beta)	-2.618 / -3.085	eV
SMILES	C[C@@H]1S[S@@]1(=O)=S
highest occupied orbital energy (alpha / beta)	-9.490 / -9.725	eV
frontier orbital gap (alpha / beta)	6.9 / 6.6	eV

```
10
C2H4OS3 ωB97M-V/def2-TZVPD
C 1.16781 -0.23640 0.12436
C 0.01070 0.42948 -0.60108
S -0.11694 2.14719 -0.80926
S -1.54254 0.52486 0.51900
O -1.25981 0.13010 1.89374
S -2.14816 -1.55267 -0.61343
H 1.90642 -0.17421 -0.58135
H 0.91480 -1.27879 0.26495
H 1.36780 0.22320 1.14978
H -0.30007 -0.21276 -1.34671
```

Here are the natural (NBO) charges for atoms 1 to 2, given in e: number 1, C, carries -0.633; number 2, C, carries -0.544

(5)
A single C17H29N5O7 molecule. Source: the Open Molecules 2025 dataset; level of theory: ωB97M-V/def2-TZVPD.

Computed properties:
LUMO energy	0.511	eV
SMILES	COCCOCC(=O)NC[C@@]1(OC)CCN(C(=O)CCCn2c(O)nnc2O)C1
highest occupied orbital energy	-8.471	eV
frontier orbital gap	9.0	eV

```
58
C17H29N5O7 ωB97M-V/def2-TZVPD
C -0.62631 -2.82197 -3.90247
O -1.12034 -1.59327 -3.40710
C -0.57784 -0.47674 -4.08377
C -1.16462 0.78577 -3.50785
O -0.73698 0.89570 -2.16446
C -1.24821 2.02480 -1.47948
C -0.27397 2.49776 -0.41552
O -0.60123 3.33770 0.40252
N 0.94239 1.91426 -0.44498
C 1.90778 2.12587 0.60572
C 2.88036 0.95262 0.69480
O 3.58822 0.76162 -0.51968
C 4.39933 1.84561 -0.93111
C 3.76410 1.10886 1.94160
C 2.95454 0.45575 3.07883
N 1.88354 -0.28525 2.40459
C 0.65778 -0.40874 2.99089
O 0.47149 -0.05955 4.14483
C -0.44899 -1.00980 2.14171
C -1.66483 -1.39094 2.97474
C -2.66506 -2.23586 2.19507
N -3.30714 -1.52129 1.10027
C -2.92330 -1.38928 -0.20647
O -1.79317 -1.96409 -0.62554
N -3.76231 -0.68615 -0.89347
N -4.78124 -0.30400 -0.00805
C -4.47464 -0.81576 1.13308
O -5.16063 -0.72687 2.28245
C 2.15340 -0.36172 0.98139
H -1.09190 -3.61862 -3.32661
H -0.88007 -2.94819 -4.95965
H 0.46140 -2.88386 -3.79039
H 0.51466 -0.46713 -3.97712
H -0.81697 -0.52965 -5.15305
H -0.82109 1.64801 -4.09289
H -2.25804 0.73987 -3.55575
H -1.41545 2.86174 -2.16671
H -2.19856 1.79701 -0.99208
H 1.13899 1.26251 -1.18788
H 2.46450 3.05697 0.46368
H 1.37154 2.23611 1.55110
H 4.99038 1.49101 -1.77251
H 3.80407 2.70305 -1.25812
H 5.07752 2.16733 -0.13535
H 4.70621 0.58541 1.77337
H 3.99048 2.15255 2.16133
H 3.57389 -0.22064 3.67039
H 2.50943 1.17593 3.76363
H -0.72454 -0.29039 1.36373
H -0.06497 -1.88604 1.61443
H -1.33712 -1.96714 3.84244
H -2.15326 -0.49887 3.36808
H -2.17710 -3.11210 1.76567
H -3.46100 -2.58421 2.85164
H -1.61771 -1.67219 -1.54569
H -5.94066 -0.18665 2.10204
H 1.24737 -0.48258 0.39507
H 2.83589 -1.18425 0.74467
```

Here are the natural (NBO) charges for atoms 1 to 2, given in e: number 1, C, carries -0.248; number 2, O, carries -0.560

(6)
A 2-piece molecular cluster, CH5N2O2PSi overall. Source: the Open Molecules 2025 dataset; level of theory: ωB97M-V/def2-TZVPD.

Computed properties:
LUMO energy	-0.165	eV
highest occupied orbital energy	-10.246	eV
frontier orbital gap	10.1	eV

```
12
CH5N2O2PSi ωB97M-V/def2-TZVPD
C 0.61764 2.39099 0.09117
N 1.34007 1.55799 -0.32052
N 2.00491 -0.88895 0.47352
O 1.01345 -0.57142 -1.61241
O -2.17718 -0.84991 0.17700
Si -2.48196 0.47428 -0.41606
P 2.23658 0.18645 -0.82034
H 1.02276 -1.06436 0.61558
H 2.50161 -0.75822 1.33341
H 0.95943 -1.50661 -1.36993
H -3.02542 0.69900 -1.82016
H -2.47571 1.71468 0.37394
```

Here are the natural (NBO) charges for atoms 1 to 2, given in e: number 1, C, carries 0.330; number 2, N, carries -0.902

DFT total energy (hartree)
-2766.53606 -3497.41247 -1357.63494 -1348.24662 -1465.66301 -931.91976
Max |F| (Eh/bohr)
0.059 0.060 0.061 0.068 0.005 0.054
ΔE to the lowest compared entry with this formula, charge and spin (kcal/mol)
0.0 210.1 13.5 101.5 9.5 62.1